# 1
A molecular structure, C42H105CuN7NiO18S at a distorted geometry, computed with ωB97M-V/def2-TZVPD.

Element x y z (Å)
Ni  -2.449  0.275  0.891
Cu  1.816  -3.797  0.393
S  -0.443  -1.175  0.029
O  -1.872  -1.452  0.288
O  0.435  -1.985  0.807
O  -0.144  -1.178  -1.369
O  -0.535  0.183  0.553
C  -0.469  10.474  1.230
O  -0.246  9.645  0.039
C  -1.411  8.985  -0.378
C  -1.194  8.030  -1.564
N  -0.289  6.980  -1.134
C  0.169  6.282  -2.330
C  0.900  4.968  -1.939
O  0.023  3.838  -1.628
C  0.505  2.927  -0.731
H  -1.254  11.192  0.992
H  0.432  11.064  1.396
H  -0.674  9.859  2.106
H  -2.246  9.661  -0.562
H  -1.847  8.325  0.371
H  -0.832  8.533  -2.460
H  -2.118  7.538  -1.868
H  0.469  7.489  -0.700
H  0.920  6.885  -2.839
H  -0.619  5.999  -3.028
H  1.560  5.088  -1.080
H  1.449  4.584  -2.798
H  1.511  2.671  -1.062
H  -0.030  1.983  -0.835
H  0.568  3.301  0.291
C  5.300  -3.101  -0.407
O  4.039  -2.512  -0.649
C  3.725  -2.289  -2.057
C  2.885  -3.445  -2.686
N  1.679  -3.640  -1.898
C  0.802  -4.739  -2.282
C  -0.489  -4.811  -1.459
O  -0.185  -4.875  -0.035
C  -1.380  -4.884  0.764
H  6.110  -2.422  -0.673
H  5.523  -3.936  -1.070
H  5.307  -3.399  0.642
H  4.687  -2.098  -2.531
H  3.179  -1.350  -2.155
H  3.513  -4.335  -2.657
H  2.684  -3.266  -3.742
H  1.138  -2.788  -1.926
H  1.362  -5.669  -2.183
H  0.535  -4.739  -3.339
H  -1.108  -5.676  -1.698
H  -1.115  -3.937  -1.639
H  -1.954  -5.803  0.644
H  -2.018  -4.016  0.598
H  -1.143  -4.670  1.806
C  -8.342  -1.597  2.016
O  -7.057  -1.283  1.543
C  -5.991  -1.914  2.234
C  -4.630  -1.533  1.490
N  -4.373  -0.092  1.581
C  -4.293  0.463  2.936
C  -3.161  -0.032  3.829
O  -1.949  -0.006  2.961
C  -0.749  -0.482  3.593
H  -8.517  -2.670  2.092
H  -9.062  -1.061  1.398
H  -8.416  -1.168  3.015
H  -6.235  -2.971  2.124
H  -5.982  -1.752  3.312
H  -4.593  -1.936  0.478
H  -3.757  -1.970  1.974
H  -5.238  0.287  1.223
H  -5.267  0.403  3.421
H  -4.031  1.502  2.733
H  -3.446  -1.039  4.135
H  -3.091  0.606  4.710
H  -0.801  -0.199  4.645
H  0.177  -0.182  3.103
H  -0.901  -1.560  3.541
C  3.855  2.313  -3.377
O  3.026  1.563  -4.230
C  1.820  1.168  -3.619
C  1.187  0.020  -4.421
N  -0.109  -0.407  -3.916
C  -0.514  -1.650  -4.616
C  -0.905  -1.430  -6.059
O  -1.091  -2.614  -6.839
C  -1.667  -2.381  -8.120
H  4.350  1.713  -2.613
H  3.396  3.221  -2.987
H  4.742  2.564  -3.958
H  1.105  1.989  -3.671
H  1.974  0.997  -2.553
H  1.899  -0.801  -4.331
H  1.062  0.327  -5.459
H  -0.053  -0.624  -2.931
H  -1.309  -2.157  -4.070
H  0.350  -2.310  -4.531
H  -0.297  -0.690  -6.578
H  -1.853  -0.894  -6.103
H  -2.387  -1.569  -8.018
H  -2.220  -3.185  -8.606
H  -0.867  -2.059  -8.786
C  4.068  -6.477  -0.323
O  3.155  -5.741  0.477
C  3.204  -6.107  1.873
C  2.189  -5.293  2.673
N  2.575  -3.881  2.675
C  1.619  -3.067  3.433
C  1.671  -3.381  4.930
O  0.627  -2.551  5.578
C  0.884  -2.503  6.964
H  5.101  -6.463  0.023
H  4.070  -6.162  -1.367
H  3.731  -7.514  -0.342
H  4.242  -6.051  2.199
H  2.958  -7.157  2.028
H  2.137  -5.667  3.696
H  1.197  -5.515  2.279
H  3.493  -3.766  3.082
H  0.620  -3.199  3.019
H  1.864  -2.020  3.253
H  2.683  -3.070  5.188
H  1.550  -4.414  5.258
H  0.137  -1.808  7.347
H  1.822  -2.019  7.238
H  0.740  -3.484  7.417
C  6.536  1.129  1.765
O  5.286  0.496  1.739
C  4.554  0.595  0.501
C  3.096  0.225  0.780
N  2.222  1.160  1.511
C  2.683  1.207  2.890
C  1.892  2.256  3.671
O  2.406  2.539  4.970
C  3.582  3.395  5.001
H  7.301  0.693  1.123
H  6.935  1.080  2.778
H  6.499  2.217  1.707
H  5.016  -0.068  -0.230
H  4.559  1.614  0.113
H  3.032  -0.758  1.246
H  2.582  0.210  -0.181
H  1.331  0.686  1.553
H  3.703  1.516  3.118
H  2.600  0.228  3.361
H  0.858  1.962  3.848
H  1.824  3.211  3.150
H  3.871  3.517  6.045
H  3.240  4.353  4.609
H  4.415  3.019  4.408
C  -1.833  3.131  2.123
O  -2.326  2.312  1.061
C  -3.161  3.054  0.143
C  -3.117  2.294  -1.104
N  -3.454  0.926  -0.868
C  -3.169  0.085  -2.079
C  -4.071  0.257  -3.275
O  -5.274  -0.482  -3.044
C  -6.173  -0.500  -4.087
H  -1.134  3.839  1.678
H  -1.234  2.608  2.867
H  -2.651  3.670  2.601
H  -2.733  4.055  0.073
H  -4.161  3.067  0.575
H  -2.155  2.410  -1.603
H  -3.891  2.701  -1.755
H  -4.458  0.850  -0.787
H  -3.229  -0.940  -1.715
H  -2.115  0.177  -2.343
H  -3.588  -0.233  -4.121
H  -4.058  1.333  -3.450
H  -7.072  -0.984  -3.706
H  -5.777  -0.986  -4.979
H  -6.479  0.491  -4.420

Summary:
orbital gap (spin up / spin down): 1.483 / 8.043 eV
2S+1: 4

These are the Löwdin partial charges, in e, on atoms 1 to 99:
1. Ni 0.575
2. Cu 0.351
3. S 0.262
4. O -0.358
5. O -0.277
6. O -0.306
7. O -0.353
8. C -0.063
9. O -0.192
10. C -0.260
11. C -0.226
12. N -0.062
13. C -0.197
14. C -0.160
15. O -0.212
16. C -0.157
17. H 0.082
18. H 0.082
19. H 0.087
20. H 0.115
21. H 0.115
22. H 0.111
23. H 0.118
24. H 0.103
25. H 0.115
26. H 0.125
27. H 0.119
28. H 0.101
29. H 0.066
30. H 0.074
31. H 0.082
32. C -0.102
33. O -0.229
34. C -0.139
35. C -0.160
36. N -0.051
37. C -0.170
38. C -0.146
39. O -0.233
40. C -0.079
41. H 0.083
42. H 0.078
43. H 0.095
44. H 0.123
45. H 0.107
46. H 0.103
47. H 0.114
48. H 0.082
49. H 0.119
50. H 0.119
51. H 0.127
52. H 0.120
53. H 0.093
54. H 0.075
55. H 0.082
56. C -0.145
57. O -0.246
58. C -0.221
59. C -0.141
60. N -0.094
61. C -0.239
62. C -0.146
63. O -0.257
64. C -0.047
65. H 0.082
66. H 0.088
67. H 0.077
68. H 0.107
69. H 0.104
70. H 0.119
71. H 0.102
72. H 0.074
73. H 0.097
74. H 0.089
75. H 0.115
76. H 0.115
77. H 0.096
78. H 0.070
79. H 0.087
80. C -0.111
81. O -0.173
82. C -0.217
83. C -0.190
84. N -0.047
85. C -0.186
86. C -0.222
87. O -0.186
88. C -0.106
89. H 0.074
90. H 0.078
91. H 0.087
92. H 0.122
93. H 0.098
94. H 0.102
95. H 0.114
96. H 0.021
97. H 0.121
98. H 0.094
99. H 0.112

---

# 2
7 unconnected molecules or ions with the total composition C42H105N7O14 at a distorted geometry, computed with ωB97M-V/def2-TZVPD.

Element x y z (Å)
C  -2.408  -3.316  -6.816
O  -2.625  -4.011  -5.604
C  -2.244  -3.318  -4.451
C  -2.417  -4.237  -3.244
N  -1.495  -5.357  -3.157
C  -0.070  -5.149  -3.447
C  0.602  -4.037  -2.631
O  1.017  -4.304  -1.305
C  -0.066  -4.496  -0.415
H  -1.358  -3.028  -6.946
H  -2.975  -2.382  -6.833
H  -2.685  -4.000  -7.612
H  -2.584  -2.286  -4.285
H  -1.158  -3.107  -4.513
H  -3.414  -4.680  -3.263
H  -2.310  -3.627  -2.341
H  -1.872  -6.105  -3.723
H  0.175  -4.947  -4.495
H  0.377  -6.121  -3.237
H  0.119  -3.052  -2.635
H  1.512  -3.766  -3.173
H  -0.578  -5.439  -0.608
H  -0.789  -3.671  -0.460
H  0.321  -4.439  0.604
C  -6.608  9.874  -7.571
O  -6.138  8.549  -7.502
C  -5.060  8.314  -8.390
C  -4.616  6.859  -8.198
N  -3.486  6.786  -7.280
C  -3.023  5.435  -7.105
C  -1.861  5.328  -6.131
O  -2.201  6.086  -4.975
C  -1.214  5.982  -3.976
H  -6.074  10.502  -6.846
H  -7.609  9.858  -7.125
H  -6.674  10.280  -8.581
H  -4.236  9.024  -8.291
H  -5.396  8.398  -9.433
H  -4.419  6.368  -9.154
H  -5.451  6.272  -7.788
H  -3.816  7.073  -6.362
H  -2.651  5.072  -8.072
H  -3.824  4.743  -6.795
H  -0.929  5.750  -6.521
H  -1.679  4.266  -5.930
H  -0.234  5.985  -4.476
H  -1.286  5.040  -3.424
H  -1.208  6.862  -3.335
C  4.767  -8.598  4.872
O  3.946  -8.365  3.761
C  2.680  -9.028  3.752
C  1.666  -7.976  3.308
N  1.872  -6.665  3.918
C  0.829  -5.683  3.676
C  1.201  -4.405  4.456
O  0.229  -3.455  4.033
C  0.364  -2.215  4.671
H  5.778  -8.322  4.563
H  4.896  -9.620  5.242
H  4.514  -7.973  5.734
H  2.368  -9.407  4.728
H  2.653  -9.848  3.035
H  0.642  -8.343  3.391
H  1.838  -7.811  2.231
H  2.802  -6.379  3.649
H  -0.091  -6.021  4.157
H  0.643  -5.538  2.606
H  2.194  -4.050  4.168
H  1.034  -4.654  5.505
H  0.207  -2.220  5.759
H  -0.381  -1.531  4.267
H  1.322  -1.683  4.622
C  4.521  5.329  0.314
O  4.336  4.022  0.813
C  5.342  3.619  1.761
C  4.845  2.340  2.389
N  5.374  1.145  1.718
C  5.115  1.074  0.268
C  5.099  -0.397  -0.164
O  3.934  -1.076  0.228
C  3.350  -1.919  -0.708
H  4.123  5.291  -0.712
H  5.561  5.625  0.170
H  3.841  6.039  0.792
H  5.495  4.365  2.553
H  6.313  3.628  1.256
H  3.769  2.384  2.587
H  5.247  2.283  3.407
H  4.810  0.357  2.029
H  5.762  1.677  -0.377
H  4.156  1.557  0.019
H  5.980  -0.892  0.251
H  5.158  -0.284  -1.253
H  2.620  -2.559  -0.208
H  3.941  -2.656  -1.267
H  2.805  -1.311  -1.447
C  -3.168  -0.257  3.220
O  -3.473  -1.044  2.074
C  -2.242  -1.341  1.408
C  -2.530  -2.202  0.162
N  -2.213  -1.510  -1.121
C  -3.238  -0.585  -1.573
C  -4.521  -1.290  -2.023
O  -4.334  -1.789  -3.334
C  -5.275  -2.759  -3.748
H  -3.927  -0.319  3.994
H  -2.973  0.781  2.939
H  -2.205  -0.566  3.641
H  -1.752  -2.004  2.138
H  -1.563  -0.490  1.276
H  -3.485  -2.709  0.200
H  -1.745  -2.959  0.252
H  -1.439  -0.911  -0.846
H  -2.855  0.126  -2.308
H  -3.610  0.119  -0.805
H  -5.454  -0.723  -1.954
H  -4.659  -2.095  -1.292
H  -6.255  -2.288  -3.815
H  -5.200  -3.629  -3.082
H  -4.948  -3.213  -4.684
C  -1.382  3.211  3.360
O  -1.508  2.275  4.426
C  -1.143  2.772  5.675
C  -0.645  1.527  6.460
N  0.589  1.016  5.865
C  1.785  1.838  6.022
C  2.988  1.208  5.314
O  4.088  2.077  5.373
C  4.989  1.900  6.478
H  -0.305  3.391  3.301
H  -1.948  4.132  3.515
H  -1.688  2.815  2.395
H  -1.980  3.182  6.262
H  -0.461  3.628  5.673
H  -1.349  0.704  6.333
H  -0.537  1.663  7.535
H  0.496  0.647  4.930
H  1.848  2.096  7.084
H  1.513  2.803  5.566
H  2.709  1.125  4.259
H  3.180  0.169  5.599
H  5.314  0.861  6.426
H  4.399  2.189  7.353
H  5.813  2.604  6.414
C  -0.353  4.095  -0.328
O  -1.002  2.967  0.194
C  -1.170  1.876  -0.656
C  0.092  1.350  -1.383
N  1.204  1.028  -0.513
C  0.892  0.051  0.562
C  1.662  0.367  1.832
O  1.266  -0.577  2.823
C  1.816  -1.868  2.679
H  -0.514  4.257  -1.397
H  0.722  3.979  -0.144
H  -0.603  5.021  0.189
H  -1.857  2.175  -1.464
H  -1.613  0.981  -0.218
H  0.546  2.032  -2.102
H  -0.340  0.446  -1.827
H  1.648  1.822  -0.069
H  1.187  -0.893  0.090
H  -0.171  -0.104  0.766
H  1.323  1.314  2.273
H  2.743  0.514  1.786
H  2.898  -1.712  2.597
H  1.520  -2.454  1.798
H  1.550  -2.529  3.502

Summary:
orbital gap: 8.668 eV
2S+1: 1
ΔE to the lowest compared entry with this formula, charge and spin: 4.544 eV

These are the Löwdin partial charges, in e, on atoms 1 to 99:
1. C -0.101
2. O -0.186
3. C -0.254
4. C -0.194
5. N -0.061
6. C -0.188
7. C -0.220
8. O -0.187
9. C -0.093
10. H 0.085
11. H 0.087
12. H 0.087
13. H 0.116
14. H 0.106
15. H 0.108
16. H 0.089
17. H 0.104
18. H 0.108
19. H 0.121
20. H 0.113
21. H 0.119
22. H 0.095
23. H 0.038
24. H 0.072
25. C -0.123
26. O -0.192
27. C -0.227
28. C -0.206
29. N -0.066
30. C -0.239
31. C -0.223
32. O -0.195
33. C -0.112
34. H 0.088
35. H 0.086
36. H 0.088
37. H 0.124
38. H 0.115
39. H 0.116
40. H 0.121
41. H 0.114
42. H 0.122
43. H 0.122
44. H 0.121
45. H 0.122
46. H 0.085
47. H 0.070
48. H 0.091
49. C -0.129
50. O -0.195
51. C -0.201
52. C -0.213
53. N -0.076
54. C -0.188
55. C -0.178
56. O -0.205
57. C -0.177
58. H 0.085
59. H 0.085
60. H 0.087
61. H 0.119
62. H 0.117
63. H 0.120
64. H 0.117
65. H 0.108
66. H 0.123
67. H 0.106
68. H 0.129
69. H 0.132
70. H 0.105
71. H 0.079
72. H 0.075
73. C -0.120
74. O -0.215
75. C -0.204
76. C -0.207
77. N -0.036
78. C -0.210
79. C -0.207
80. O -0.200
81. C -0.134
82. H 0.082
83. H 0.088
84. H 0.085
85. H 0.121
86. H 0.124
87. H 0.108
88. H 0.102
89. H 0.084
90. H 0.116
91. H 0.104
92. H 0.127
93. H 0.123
94. H 0.062
95. H 0.097
96. H 0.093
97. C -0.090
98. O -0.175
99. C -0.193

---

The records above yield electronic energy values of -6947.41358 -3099.34337 Ha, respectively.